[1]
C4H8O3 | wB97M-V/def2-TZVPD

```
! wB97M-V def2-TZVPD RIJCOSX def2/J DEFGRID3
* xyz 0 1
C 1.39586 -0.93730 -0.41240
C 0.84488 0.31766 0.24541
O 0.98892 1.36708 -0.67479
C -0.64807 0.20959 0.67154
O -1.20004 1.49919 0.74275
C -1.49483 -0.64236 -0.24914
O -2.45819 -0.18133 -0.81923
H 2.47249 -0.82649 -0.56514
H 1.22159 -1.83592 0.19010
H 0.93434 -1.06656 -1.39761
H 1.41687 0.52690 1.16448
H 0.40474 2.07099 -0.34893
H -0.68972 -0.27554 1.66084
H -1.96440 1.48348 0.13605
H -1.22445 -1.70938 -0.34392
*
```

The HOMO energy comes out at -10.26 eV. Its relative energy (zero: lowest compared OMol25 entry of this formula, charge and spin) is 134.1 kJ/mol.



[2]
C4H8O3 | wB97M-V/def2-TZVPD

```
! wB97M-V def2-TZVPD RIJCOSX def2/J DEFGRID3
* xyz 0 1
O -0.68500 1.68254 -0.54307
C 0.43664 1.48764 0.26036
C 0.99430 0.08703 0.20883
O 0.90887 -0.33807 -1.10345
C -0.31734 -1.11169 -0.93729
C -0.10959 -1.03655 0.68944
O -1.17988 -0.48311 1.40965
H -0.48227 1.20641 -1.43034
H 1.18322 2.17038 -0.18409
H 0.22702 1.79874 1.23061
H 1.98299 0.01542 0.71771
H -0.36521 -2.08522 -1.45957
H -1.14957 -0.29449 -1.25291
H 0.50701 -1.84244 1.24156
H -1.95118 -1.25657 1.15255
*
```

The HOMO energy comes out at -9.31 eV. Its relative energy (zero: lowest compared OMol25 entry of this formula, charge and spin) is 407.6 kJ/mol.



[3]
C4H8O3 | wB97M-V/def2-TZVPD

```
! wB97M-V def2-TZVPD RIJCOSX def2/J DEFGRID3
* xyz 0 1
O -1.52379 0.79848 -0.86601
C -0.87580 -0.15368 -0.47559
C 0.25529 0.10108 0.46401
C 0.73983 1.55059 0.43271
C 1.86092 1.69949 1.48723
O 2.78138 0.92778 1.49368
H -1.30506 -1.09737 -0.82360
H 1.10945 -0.57624 0.33657
H -0.03733 -0.24513 1.46517
H 1.07648 1.88901 -0.54233
H -0.12468 2.15016 0.71519
H 1.73379 2.49207 2.24219
O -2.41002 -3.85319 -1.93906
H -2.25077 -3.18499 -2.60349
H -3.30484 -4.14632 -2.00822
*
```

The HOMO energy comes out at -10.02 eV. Its relative energy (zero: lowest compared OMol25 entry of this formula, charge and spin) is 195.6 kJ/mol.



[4]
C4H8O3 | wB97M-V/def2-TZVPD

```
! wB97M-V def2-TZVPD RIJCOSX def2/J DEFGRID3
* xyz 0 1
C -2.41722 -0.12532 0.10543
O -1.21898 0.64103 0.22955
C -0.40406 0.91226 -1.09754
O -1.01617 0.72786 -2.09196
C 0.45763 -0.15293 0.49063
C 1.84969 0.08541 -0.07086
O 2.69389 -0.67696 0.77713
H -2.27611 -0.95195 -0.60285
H -2.69419 -0.50144 1.09305
H -3.20875 0.52468 -0.27538
H 0.40666 0.14468 1.53518
H 0.11181 -1.17495 0.33618
H 1.90473 -0.25345 -1.11263
H 2.08494 1.15423 -0.03568
H 3.60277 -0.38103 0.64695
*
```

The HOMO energy comes out at -8.69 eV. Its relative energy (zero: lowest compared OMol25 entry of this formula, charge and spin) is 547.3 kJ/mol.



[5]
C4H8O3 | wB97M-V/def2-TZVPD

```
! wB97M-V def2-TZVPD RIJCOSX def2/J DEFGRID3
* xyz 0 1
C 1.34244 -2.11191 -0.24953
C 1.32989 -0.61666 -0.02127
O -0.00055 -0.24306 0.38682
C -0.44177 0.94983 -0.00576
O 0.18672 1.74993 -0.66498
C -1.85471 1.22704 0.46987
O -2.30795 2.44774 -0.03318
H 1.08128 -2.65348 0.66250
H 0.63065 -2.39255 -1.03037
H 2.33992 -2.43328 -0.56293
H 1.58720 -0.06089 -0.92491
H 2.01478 -0.31965 0.77981
H -2.50031 0.40142 0.13981
H -1.84839 1.22261 1.57115
H -1.55920 2.83291 -0.51702
*
```

The HOMO energy comes out at -10.55 eV. Its relative energy (zero: lowest compared OMol25 entry of this formula, charge and spin) is 72.7 kJ/mol.



[6]
C4H8O3 | wB97M-V/def2-TZVPD

```
! wB97M-V def2-TZVPD RIJCOSX def2/J DEFGRID3
* xyz 0 1
C -0.80063 0.63070 -1.40809
C -0.72718 -0.46317 -0.35493
O -0.06389 -1.55585 -0.93448
C 0.00949 -0.04578 0.94882
O 0.46602 -1.20036 1.60525
C 1.17267 0.89976 0.73923
O 2.28789 0.61263 1.11301
H -1.44685 0.30499 -2.22734
H -1.19684 1.57051 -1.00716
H 0.19714 0.80653 -1.82487
H -1.74971 -0.74621 -0.05483
H 0.18091 -2.12768 -0.18905
H -0.70722 0.49731 1.58792
H 1.42441 -1.06328 1.72802
H 0.95379 1.87987 0.27851
*
```

The HOMO energy comes out at -10.26 eV. Its relative energy (zero: lowest compared OMol25 entry of this formula, charge and spin) is 133.4 kJ/mol.



[7]
C4H8O3 | wB97M-V/def2-TZVPD

```
! wB97M-V def2-TZVPD RIJCOSX def2/J DEFGRID3
* xyz 0 1
O -1.22625 -1.60670 0.42942
C -0.06109 -1.46485 0.15191
C 0.72178 -0.20936 0.50069
C 0.47522 0.76310 -0.64099
O 1.10941 0.72262 -1.67447
C -0.66229 1.74594 -0.47452
O -0.90457 2.44984 -1.65037
H 0.49589 -2.23212 -0.41893
H 1.79138 -0.42868 0.56541
H 0.33782 0.18775 1.44590
H -1.54995 1.18117 -0.14519
H -0.39326 2.42509 0.35272
H -0.21948 2.16334 -2.27765
H -1.12298 -1.24161 2.77133
H -0.69854 -1.13279 3.37217
*
```

The HOMO energy comes out at -10.44 eV. Its relative energy (zero: lowest compared OMol25 entry of this formula, charge and spin) is 237.6 kJ/mol.



[8]
C4H8O3 | wB97M-V/def2-TZVPD

```
! wB97M-V def2-TZVPD RIJCOSX def2/J DEFGRID3
* xyz 0 1
O -1.80316 0.57567 0.69106
C -0.59599 0.52151 0.54363
C 0.28491 0.16903 1.72388
O -0.46479 0.02872 2.89042
C 0.05280 0.75929 -0.80184
C 0.00808 -0.49387 -1.67154
O 0.82747 -1.48355 -1.07586
H 0.81603 -0.75994 1.45770
H 1.05167 0.95216 1.83802
H -1.38884 0.15994 2.61400
H -0.49784 1.56156 -1.30349
H 1.10022 1.05738 -0.68235
H -1.03038 -0.84365 -1.76536
H 0.36970 -0.23743 -2.67540
H 1.27012 -1.96683 -1.78288
*
```

The HOMO energy comes out at -10.16 eV. Its relative energy (zero: lowest compared OMol25 entry of this formula, charge and spin) is 128.3 kJ/mol.



Calculated E_tot (eV), listed in the same order as above: -10419.61317 -10416.77921 -10418.97586 -10415.33078 -10420.24960 -10419.62121 -10418.54114 -10419.67372
Calculated LUMO (eV), listed in the same order as above: 0.73 0.64 0.72 0.23 0.82 0.72 0.27 0.58
Calculated HOMO-LUMO gap (eV), listed in the same order as above: 10.98 9.95 10.74 8.92 11.37 10.99 10.71 10.74